{"formula": "C3H5N3S", "method": "the ωB97M-V functional and the def2-TZVPD basis", "charge": 0, "smiles": "[H]/N=C1/CS/C(=N/[H])N1", "orbital_gap_ev": 9.83, "homo_ev": -9.26, "max_force_ev_per_a": 4.801, "de_lowest_kj_mol": 60.38, "symbols": ["H", "H", "N", "N", "S", "C", "H", "C", "C", "N", "H", "H"], "coordinates": [[-1.814, -2.515, 0.692], [1.238, 1.633, 1.060], [-0.080, 1.822, -1.319], [-0.859, -2.336, 0.979], [1.280, -0.748, 1.299], [1.308, 0.758, 0.389], [-0.965, 1.652, -1.847], [0.146, 0.814, -0.564], [-0.268, -1.310, 0.566], [-0.610, -0.272, -0.372], [-1.601, -0.328, -0.694], [2.224, 0.830, -0.190]], "nbo_charge": [0.358, 0.254, -0.678, -0.691, 0.262, -0.628, 0.328, 0.447, 0.330, -0.640, 0.407, 0.251]}

---

{"formula": "C3H5N4", "method": "the ωB97M-V functional and the def2-TZVPD basis", "charge": 1, "orbital_gap_ev": 9.50, "homo_ev": -14.13, "max_force_ev_per_a": 3.008, "de_lowest_kj_mol": 635.52, "symbols": ["N", "H", "N", "C", "H", "H", "N", "N", "C", "C", "H", "H"], "coordinates": [[-0.461, -2.267, 1.163], [-0.331, -2.461, 2.126], [1.147, -0.938, -0.168], [-0.948, 0.988, 0.309], [-1.140, 1.535, -1.722], [2.116, 0.615, -0.944], [0.278, 1.113, -0.129], [1.420, 0.317, -0.305], [0.388, -1.482, 0.601], [-0.664, 1.934, -0.795], [-1.270, -2.352, 0.617], [-0.534, 2.997, -0.752]], "nbo_charge": [-0.686, 0.459, -0.129, 0.139, 0.203, 0.433, -0.279, -0.203, 0.654, -0.273, 0.454, 0.230]}

---

{"formula": "C3H5N5", "method": "the ωB97M-V functional and the def2-TZVPD basis", "charge": 0, "orbital_gap_ev": 8.11, "homo_ev": -9.10, "max_force_ev_per_a": 7.663, "de_lowest_kj_mol": 632.09, "symbols": ["H", "N", "H", "C", "C", "N", "N", "N", "N", "H", "C", "H", "H"], "coordinates": [[0.482, -2.192, -0.875], [1.016, -1.660, -0.015], [-0.318, -1.504, 2.206], [-0.301, 0.392, -0.052], [0.065, -0.718, 0.641], [0.221, 0.703, -1.258], [-0.939, 2.581, -0.763], [-0.323, -0.663, 1.793], [-0.147, 2.026, -1.636], [2.274, -2.256, 0.607], [-1.030, 1.578, 0.244], [-1.793, 1.714, 1.063], [0.792, -0.002, -1.956]], "nbo_charge": [0.402, -0.961, 0.338, -0.004, 0.387, -0.358, -0.201, -0.597, -0.060, 0.454, -0.076, 0.226, 0.449]}

---

{"formula": "C3H5N5", "method": "the ωB97M-V functional and the def2-TZVPD basis", "s_squared": 2.008, "charge": 0, "orbital_gap_ev": [6.03, 7.55], "homo_ev": [-5.36, -10.11], "max_force_ev_per_a": 11.255, "de_lowest_kj_mol": 339.38, "spin_multiplicity": 3, "symbols": ["H", "N", "N", "H", "H", "N", "C", "H", "N", "C", "H", "N", "C"], "coordinates": [[-0.327, 2.385, -0.836], [-0.783, 1.635, -0.309], [3.149, -0.723, 0.406], [0.072, -1.818, -1.497], [-1.249, 0.408, 1.683], [1.012, 0.218, -0.546], [-0.115, -1.180, -0.724], [-1.190, 0.936, -1.051], [-0.421, 0.016, 1.218], [2.131, -0.273, 0.042], [-1.723, -1.512, 0.861], [0.235, 0.918, 0.369], [-0.790, -1.011, 0.383]], "nbo_charge": [0.376, -0.650, -0.332, 0.211, 0.416, -0.362, -0.033, 0.339, -0.299, 0.389, 0.220, 0.025, -0.301]}

---

{"formula": "C3H5N5O", "method": "the ωB97M-V functional and the def2-TZVPD basis", "charge": 0, "smiles": "Nc1nncn1NC=O", "orbital_gap_ev": 9.51, "homo_ev": -9.05, "max_force_ev_per_a": 2.798, "de_lowest_kj_mol": 74.49, "symbols": ["C", "H", "N", "H", "O", "N", "C", "N", "N", "C", "H", "H", "H", "N"], "coordinates": [[0.644, 1.161, -1.577], [-2.860, 0.092, 0.227], [-0.668, -0.059, 0.067], [1.864, 0.320, 0.421], [1.074, 2.076, -0.902], [-0.422, -0.997, 2.021], [-1.926, -0.258, 0.585], [-1.750, -0.792, 1.789], [-0.214, 0.162, -1.199], [0.216, -0.611, 0.931], [2.036, -0.964, 1.467], [0.974, 1.014, -2.644], [-0.505, -0.553, -1.840], [1.536, -0.593, 0.653]], "nbo_charge": [0.525, 0.219, -0.229, 0.401, -0.586, -0.331, 0.094, -0.246, -0.444, 0.480, 0.404, 0.130, 0.402, -0.818]}

---

{"formula": "C3H5NO", "method": "the ωB97M-V functional and the def2-TZVPD basis", "charge": 0, "orbital_gap_ev": 11.57, "homo_ev": -10.50, "max_force_ev_per_a": 1.441, "de_lowest_kj_mol": 361.85, "symbols": ["H", "C", "N", "H", "C", "H", "H", "O", "C", "H"], "coordinates": [[0.697, -0.438, -1.683], [-0.994, 0.716, 0.496], [-0.059, -0.284, 1.139], [-1.703, 1.194, 1.166], [2.015, 0.268, 0.013], [-0.583, 1.350, -0.288], [-1.409, -1.659, 0.097], [2.954, 0.286, 0.646], [-0.951, -0.715, 0.357], [0.033, -0.718, -1.943]], "nbo_charge": [0.012, -0.321, -0.327, 0.185, 0.520, 0.186, 0.216, -0.504, 0.063, -0.030]}

---

{"formula": "C3H5NO", "method": "the ωB97M-V functional and the def2-TZVPD basis", "charge": 0, "orbital_gap_ev": [9.18, 7.31], "homo_ev": [-8.98, -7.66], "max_force_ev_per_a": 1.581, "de_lowest_kj_mol": 328.35, "symbols": ["H", "H", "H", "H", "C", "H", "C", "N", "O", "C"], "coordinates": [[-0.188, 1.673, 0.565], [1.697, -0.564, 1.261], [-1.290, 1.853, -0.923], [2.048, -0.355, -0.504], [-0.718, 1.211, -0.244], [-1.880, -0.463, -0.611], [0.037, -1.001, 0.084], [-0.984, -0.109, -0.290], [-0.131, -2.173, 0.353], [1.292, -0.291, 0.280]], "nbo_charge": [0.200, 0.199, 0.179, 0.208, -0.164, 0.410, 0.589, -0.606, -0.574, -0.441]}

---

{"formula": "C3H5NO", "method": "the ωB97M-V functional and the def2-TZVPD basis", "charge": 0, "smiles": "C=C[C@H]1NO1", "orbital_gap_ev": 11.24, "homo_ev": -10.22, "max_force_ev_per_a": 3.554, "de_lowest_kj_mol": 358.17, "symbols": ["H", "C", "C", "H", "H", "H", "H", "N", "C", "O"], "coordinates": [[0.795, -1.890, 0.076], [-0.862, 0.321, 0.407], [0.569, 0.244, 0.036], [2.251, -0.916, -0.382], [-0.999, 1.109, 1.296], [-2.637, 0.637, -0.458], [0.989, 1.222, -0.244], [-1.787, 0.157, -0.686], [1.147, -0.902, -0.178], [-1.612, -0.892, 0.359]], "nbo_charge": [0.214, 0.161, -0.246, 0.195, 0.174, 0.330, 0.212, -0.311, -0.348, -0.382]}

---

{"formula": "C3H5NO", "method": "the ωB97M-V functional and the def2-TZVPD basis", "charge": 0, "smiles": "C/C=N\\C=O", "orbital_gap_ev": 10.20, "homo_ev": -9.62, "max_force_ev_per_a": 4.383, "de_lowest_kj_mol": 295.35, "symbols": ["H", "H", "C", "H", "N", "H", "H", "O", "C", "C"], "coordinates": [[1.185, 1.102, 1.359], [1.796, -0.401, -0.612], [0.419, 0.466, 0.940], [0.440, -0.441, -1.624], [-0.665, 0.152, 1.416], [-0.915, -0.332, -0.607], [1.100, 1.109, -1.119], [-2.575, -1.196, 0.648], [0.845, 0.108, -0.773], [-1.628, -0.566, 0.373]], "nbo_charge": [0.197, 0.226, 0.191, 0.235, -0.495, 0.135, 0.221, -0.476, -0.793, 0.557]}

---

{"formula": "C3H5NO", "method": "the ωB97M-V functional and the def2-TZVPD basis", "charge": 0, "smiles": "C=C1O[C@@H]1N", "orbital_gap_ev": 10.43, "homo_ev": -9.49, "max_force_ev_per_a": 3.344, "de_lowest_kj_mol": 301.30, "symbols": ["H", "N", "O", "H", "H", "C", "C", "C", "H", "H"], "coordinates": [[-2.108, 1.071, -0.811], [1.849, 0.200, 0.070], [0.093, -1.394, 0.631], [1.822, 1.213, 0.094], [-2.681, -0.004, 0.574], [-1.867, 0.363, -0.033], [0.670, -0.525, -0.265], [-0.670, -0.129, 0.089], [0.662, -0.808, -1.342], [2.231, 0.013, 0.994]], "nbo_charge": [0.230, -0.867, -0.488, 0.376, 0.225, -0.484, 0.191, 0.286, 0.152, 0.378]}

---

{"formula": "C3H5NO", "method": "the ωB97M-V functional and the def2-TZVPD basis", "charge": 0, "smiles": "C=NO.C#C", "orbital_gap_ev": 11.17, "homo_ev": -10.17, "max_force_ev_per_a": 6.443, "de_lowest_kj_mol": 485.65, "symbols": ["N", "H", "H", "O", "C", "H", "H", "C", "C", "H"], "coordinates": [[0.074, -0.737, 0.822], [-1.641, -0.006, 0.151], [-0.934, 1.677, -0.256], [-1.292, -0.461, 0.908], [0.270, 1.947, -2.048], [0.831, 1.931, -2.935], [0.225, -1.580, 2.741], [-0.454, 1.748, -1.098], [0.626, -1.316, 1.798], [1.760, -1.251, 1.842]], "nbo_charge": [-0.110, 0.481, 0.191, -0.580, -0.201, 0.231, 0.171, -0.225, -0.151, 0.195]}

---

{"formula": "C3H5NO", "method": "the ωB97M-V functional and the def2-TZVPD basis", "charge": 0, "smiles": "C=CNC=O", "orbital_gap_ev": 10.02, "homo_ev": -9.16, "max_force_ev_per_a": 6.374, "de_lowest_kj_mol": 169.71, "symbols": ["H", "H", "N", "H", "C", "O", "C", "C", "H", "H"], "coordinates": [[-1.617, 0.137, -0.567], [1.252, -0.848, -2.417], [-0.728, -0.024, -0.088], [1.187, -0.892, 0.010], [0.400, -0.324, -1.983], [0.552, 0.498, 1.697], [-0.529, 0.273, 1.187], [0.375, -0.395, -0.714], [-0.112, 0.050, -2.741], [-1.505, 0.410, 1.813]], "nbo_charge": [0.416, 0.195, -0.628, 0.242, -0.474, -0.593, 0.532, 0.003, 0.202, 0.105]}

---

{"formula": "C3H5NO", "method": "the ωB97M-V functional and the def2-TZVPD basis", "charge": 0, "smiles": "O=C1CNC1", "orbital_gap_ev": 10.59, "homo_ev": -9.74, "max_force_ev_per_a": 1.490, "de_lowest_kj_mol": 130.19, "symbols": ["C", "C", "C", "O", "H", "H", "H", "H", "H", "N"], "coordinates": [[-0.166, 0.103, -1.066], [0.294, -0.206, 1.006], [-0.121, 1.004, 0.164], [-0.238, 2.196, 0.309], [1.225, -0.092, 1.550], [-1.236, -0.097, -1.286], [0.400, 0.400, -1.938], [-0.140, -1.809, -0.203], [-0.473, -0.531, 1.694], [0.455, -0.968, -0.230]], "nbo_charge": [-0.345, -0.347, 0.593, -0.503, 0.216, 0.204, 0.220, 0.356, 0.207, -0.602]}

---

{"formula": "C3H5NO", "method": "the ωB97M-V functional and the def2-TZVPD basis", "charge": 0, "orbital_gap_ev": 8.83, "homo_ev": -8.16, "max_force_ev_per_a": 2.195, "de_lowest_kj_mol": 323.28, "symbols": ["O", "N", "C", "C", "H", "C", "H", "H", "H", "H"], "coordinates": [[1.806, 0.876, 0.200], [-1.067, -0.169, 0.123], [-2.159, 0.451, 0.067], [1.309, -0.470, 0.110], [2.101, 1.189, -0.700], [-0.117, -0.850, -0.145], [-2.923, 0.306, 0.873], [1.984, -0.944, -0.617], [1.519, -1.018, 1.087], [-2.452, 0.629, -0.996]], "nbo_charge": [-0.722, -0.273, -0.266, -0.164, 0.473, 0.150, 0.204, 0.189, 0.215, 0.195]}

---

{"formula": "C3H5NO", "method": "the ωB97M-V functional and the def2-TZVPD basis", "charge": 0, "smiles": "[H]/N=C/CC=O", "orbital_gap_ev": 10.48, "homo_ev": -9.82, "max_force_ev_per_a": 5.158, "de_lowest_kj_mol": 173.77, "symbols": ["H", "H", "C", "O", "C", "H", "H", "N", "H", "C"], "coordinates": [[1.804, -1.126, -1.573], [0.691, -1.270, 0.418], [-0.784, 0.043, -0.131], [-0.281, 2.175, 1.170], [-0.367, 0.997, 1.016], [0.122, 0.286, 1.762], [-1.071, 0.545, -1.073], [1.122, -0.499, -1.457], [-1.663, -0.452, 0.279], [0.428, -0.699, -0.411]], "nbo_charge": [0.335, 0.145, -0.585, -0.484, 0.475, 0.062, 0.243, -0.577, 0.248, 0.139]}

---

{"formula": "C3H5NO", "method": "the ωB97M-V functional and the def2-TZVPD basis", "charge": 0, "smiles": "O=C[C@@H]1CN1", "orbital_gap_ev": 10.63, "homo_ev": -9.61, "max_force_ev_per_a": 5.692, "de_lowest_kj_mol": 210.67, "symbols": ["H", "H", "H", "C", "O", "N", "C", "H", "C", "H"], "coordinates": [[-0.505, 0.660, -1.532], [1.824, -1.465, 0.365], [-0.586, -1.259, 1.053], [-0.184, -0.378, 0.461], [1.892, 0.393, -0.275], [-0.739, 0.930, 0.558], [-1.030, 0.172, -0.610], [-1.951, -0.205, -0.602], [1.302, -0.553, 0.102], [-0.023, 1.704, 0.480]], "nbo_charge": [0.207, 0.120, 0.199, -0.202, -0.530, -0.578, -0.220, 0.195, 0.426, 0.384]}

---

{"formula": "C3H5NO", "method": "the ωB97M-V functional and the def2-TZVPD basis", "charge": 0, "smiles": "CCN=C=O", "orbital_gap_ev": 11.18, "homo_ev": -10.32, "max_force_ev_per_a": 0.793, "de_lowest_kj_mol": 23.19, "symbols": ["C", "H", "N", "H", "O", "H", "H", "C", "C", "H"], "coordinates": [[1.633, 0.174, 0.549], [-0.686, -1.511, 0.071], [0.626, 0.709, 0.971], [0.411, -0.606, -1.030], [2.642, -0.324, 0.216], [-1.281, -0.712, -1.416], [-1.455, 0.639, 1.030], [-0.593, -0.630, -0.577], [-0.659, 0.634, 0.276], [-0.792, 1.535, -0.334]], "nbo_charge": [0.855, 0.217, -0.557, 0.201, -0.513, 0.221, 0.206, -0.620, -0.209, 0.199]}

---

{"formula": "C3H5NO", "method": "the ωB97M-V functional and the def2-TZVPD basis", "charge": 0, "orbital_gap_ev": [8.27, 8.81], "homo_ev": [-8.35, -8.82], "max_force_ev_per_a": 1.149, "de_lowest_kj_mol": 344.43, "symbols": ["H", "H", "C", "O", "H", "N", "H", "H", "C", "C"], "coordinates": [[-0.317, 1.577, -0.786], [-1.130, 0.523, -2.020], [1.208, 0.113, 0.409], [-0.012, -1.441, 1.701], [2.191, -0.360, 0.293], [-0.956, -0.405, -0.160], [-1.839, -0.894, -0.186], [1.258, 0.851, 1.230], [0.050, -0.746, 0.714], [-0.576, 0.575, -1.062]], "nbo_charge": [0.185, 0.177, -0.457, -0.567, 0.215, -0.636, 0.410, 0.202, 0.616, -0.145]}

---

{"formula": "C3H5NO", "method": "the ωB97M-V functional and the def2-TZVPD basis", "charge": 0, "orbital_gap_ev": 7.45, "homo_ev": -6.45, "max_force_ev_per_a": 0.505, "de_lowest_kj_mol": 394.19, "symbols": ["C", "C", "O", "H", "C", "H", "H", "H", "H", "N"], "coordinates": [[0.372, 0.833, -0.762], [0.578, -0.733, 1.244], [-0.841, 0.666, -1.499], [1.289, -0.110, 1.772], [-1.175, -0.268, -0.503], [0.504, 1.842, -0.364], [-1.988, -0.975, -0.536], [1.243, 0.476, -1.311], [0.097, -1.567, 1.735], [-0.079, -0.163, 0.223]], "nbo_charge": [0.116, -0.493, -0.497, 0.189, 0.168, 0.190, 0.197, 0.197, 0.192, -0.259]}

---

{"formula": "C3H5NO", "method": "the ωB97M-V functional and the def2-TZVPD basis", "charge": 0, "smiles": "C[C@H](O)C#N", "orbital_gap_ev": 12.08, "homo_ev": -11.42, "max_force_ev_per_a": 2.759, "de_lowest_kj_mol": 95.79, "symbols": ["C", "C", "H", "O", "N", "C", "H", "H", "H", "H"], "coordinates": [[-0.894, -0.829, -0.207], [1.408, 0.002, -0.041], [-0.045, 0.374, 1.468], [-0.346, 1.476, -0.282], [2.532, -0.056, -0.177], [0.038, 0.250, 0.356], [-0.317, -1.864, -0.098], [0.363, 2.115, -0.033], [-1.885, -0.836, 0.294], [-0.854, -0.633, -1.279]], "nbo_charge": [-0.614, 0.239, 0.211, -0.691, -0.296, -0.015, 0.222, 0.476, 0.234, 0.235]}